Record 1
This record from the OMol25 dataset describes a structure of composition C19H21IrN4PS. The level of theory is ωB97M-V/def2-TZVPD.

Atoms and positions in Å:
Ir -1.52196 1.04706 0.15460
N -2.60624 -0.98604 -0.10753
C -1.84487 -2.20691 -0.28977
C -2.43026 -3.45031 -0.13497
C -1.67656 -4.59786 -0.35530
C -0.32803 -4.50773 -0.67938
C 0.26327 -3.26635 -0.84351
C -0.49576 -2.11625 -0.62727
P 0.20518 -0.47581 -0.74600
C 0.40035 0.14690 0.97579
C 1.13598 1.36063 1.11240
C 1.43990 1.84896 2.36374
C 1.05367 1.13178 3.49934
C 0.35716 -0.07218 3.38254
C 0.01285 -0.56280 2.14132
C 1.85965 -0.61027 -1.42325
C 1.98530 -0.70674 -2.81603
C 3.23278 -0.90508 -3.37803
C 4.35199 -0.97673 -2.55451
C 4.21874 -0.90605 -1.17024
C 2.98178 -0.68480 -0.59175
H -3.16303 -0.81293 -0.94565
H -3.27357 -1.11447 0.65260
H -3.48065 -3.53001 0.11936
H -2.15376 -5.56627 -0.28814
H 0.26101 -5.40421 -0.81426
H 1.30962 -3.18982 -1.10638
H 1.51490 1.85012 0.22061
H 1.99384 2.77201 2.47214
H 1.30889 1.51040 4.48106
H 0.09755 -0.63177 4.27103
H -0.50913 -1.50788 2.05429
H 1.11192 -0.61363 -3.45072
H 3.33861 -0.98490 -4.45081
H 5.33536 -1.07854 -2.99361
H 5.08262 -1.05323 -0.53616
H 2.88376 -0.63064 0.48448
N -0.88956 3.35438 -0.33353
N -1.83663 4.30334 0.06434
C -3.06882 3.94955 0.42466
N -3.95573 4.85994 0.74151
S -3.52405 2.28702 0.48085
H -0.01408 3.54220 0.15139
H -0.71036 3.45102 -1.33337
H -1.59782 5.28572 -0.01394
H -3.76616 5.85406 0.70925
H -4.88965 4.59510 1.02682

Cartesian forces (eV/Å) of the 2 atoms listed first:
Ir -0.2136 -0.1349 -1.8706
N 0.2200 1.7218 0.5575

The total charge is +3. As for the HOMO energy (alpha / beta): -17.76 / -17.76 eV.



Record 2
This record from the OMol25 dataset describes a structure of composition C23H46Br2CrN4OSi4. The level of theory is ωB97M-V/def2-TZVPD.

Atoms and positions in Å:
Cr -0.61016 -0.22368 -0.96416
N 0.70656 -2.08369 -1.24980
C 0.13639 -3.32315 -0.70852
C -1.25461 -3.02929 -0.13783
N -1.96855 -2.05120 -0.98098
C -2.54738 -2.61683 -2.21622
C -1.66671 -2.55749 -3.46850
N -1.12097 -1.21555 -3.67040
H 0.67375 -2.08922 -2.26487
H 1.67914 -1.99147 -0.98292
H 0.76437 -3.70137 0.09776
H 0.07107 -4.10476 -1.46858
H -1.13759 -2.57414 0.84464
H -1.82076 -3.96301 -0.04122
H -2.74523 -1.70416 -0.43054
H -3.45317 -2.05762 -2.45159
H -2.83908 -3.65778 -2.04121
H -2.28950 -2.89220 -4.30627
H -0.84078 -3.26698 -3.39192
H -1.86569 -0.53243 -3.76761
H -0.57028 -1.17195 -4.52009
C -4.16732 0.20825 -1.10776
C -3.31895 1.13286 -1.93784
C -3.93776 1.99850 -2.83709
C -3.25929 3.05203 -3.40373
C -1.94758 3.29442 -2.95931
C -1.21280 4.47512 -3.17605
Br -1.94205 5.86530 -4.25279
C -0.00446 4.69057 -2.55938
C 0.57166 3.67547 -1.79887
Br 2.11272 4.05539 -0.76611
C -0.01552 2.41644 -1.68841
O 0.51920 1.38987 -1.09728
C -1.34057 2.28384 -2.17429
N -1.99352 1.15989 -1.72303
H -4.43818 -0.71138 -1.62908
H -3.65968 -0.02538 -0.17243
H -5.09870 0.71712 -0.86343
H -4.98877 1.85599 -3.05484
H -3.74128 3.71907 -4.10355
H 0.49500 5.64292 -2.66087
C -1.03607 2.98085 1.40569
Si -0.02159 1.71834 2.39968
C 1.05092 2.75553 3.57659
C -1.33343 0.87667 3.50465
Si 0.93462 -0.03850 1.13599
Si 3.12963 0.05659 0.15180
C 3.39526 0.71134 -1.62071
C 4.43031 0.88867 1.26012
C 3.80109 -1.73338 -0.13020
Si 1.26452 -1.67037 2.87403
C 1.93636 -0.76792 4.41271
C -0.30330 -2.60566 3.44696
C 2.51411 -3.10121 2.66279
H -1.77558 3.47450 2.04094
H -1.57356 2.49665 0.58899
H -0.39999 3.75768 0.97597
H 0.42539 3.45105 4.14389
H 1.79615 3.34114 3.03388
H 1.58023 2.12269 4.29157
H -1.94836 1.62612 4.01039
H -0.87084 0.25810 4.27607
H -2.00178 0.23474 2.92389
H 3.54575 1.78933 -1.64680
H 2.53407 0.48728 -2.25394
H 4.27584 0.24296 -2.06837
H 4.14949 1.91445 1.50733
H 5.40339 0.91900 0.76168
H 4.55021 0.33976 2.19737
H 3.61175 -2.08271 -1.14992
H 3.41475 -2.48009 0.56453
H 4.88741 -1.71997 -0.00701
H 1.16328 -0.16935 4.89944
H 2.74272 -0.08635 4.13094
H 2.33349 -1.46294 5.15907
H -0.16091 -2.99691 4.45754
H -0.53130 -3.45807 2.80014
H -1.18155 -1.95593 3.46943
H 3.53505 -2.72033 2.58660
H 2.32552 -3.72020 1.78061
H 2.47398 -3.76184 3.53260

Cartesian forces (eV/Å) of the 2 atoms listed first:
Cr 0.2690 -0.3302 0.5740
N 0.2719 -0.2995 -0.8481

As for the spin multiplicity: 5. As for the HOMO energy (alpha / beta): -5.51 / -6.29 eV.



Record 3
This record from the OMol25 dataset describes a structure of composition C22H33N3O7P2W. The level of theory is ωB97M-V/def2-TZVPD.

Atoms and positions in Å:
W -1.68835 -1.32804 -1.36514
P -3.02101 0.38990 -0.43101
P -0.04665 -1.81662 0.30209
N -2.58140 -2.78425 -1.51168
H 0.10826 1.75722 0.65388
C -3.04306 1.75800 -1.64889
H -3.74218 2.55564 -1.33631
H -3.37327 1.39949 -2.63254
H -2.05465 2.21536 -1.79164
C -3.08979 1.30907 1.15303
H -3.72573 2.19816 1.08085
H -2.12353 1.67114 1.49314
H -3.49009 0.72661 1.98617
C -4.74665 -0.19270 -0.48997
H -5.43408 0.66378 -0.44732
H -4.99652 -0.84784 0.35016
H -4.98618 -0.75385 -1.39477
C 1.30013 -2.10118 -0.86305
H 2.10754 -2.56033 -0.26964
H 1.67573 -1.15685 -1.28486
H 1.03025 -2.78245 -1.67105
C 0.86007 -1.12771 1.76878
H 1.94353 -1.35682 1.73810
H 0.50730 -1.53409 2.73548
H 0.73537 -0.03743 1.76667
C -0.43762 -3.45731 0.97798
H 0.50436 -3.99549 1.15335
H -1.06691 -4.04106 0.30465
H -0.95314 -3.34448 1.94096
C -3.55354 -3.77528 -1.53163
C -4.97629 -5.14161 -2.86698
C -4.01175 -4.15778 -2.79205
C -4.11679 -4.18168 -0.30880
C -5.07846 -5.18155 -0.36015
C -5.49125 -5.66738 -1.63942
H -5.28272 -5.50229 -3.86730
H -3.51938 -3.56212 -3.58361
H -3.72111 -3.62318 0.55632
H -5.46958 -5.59743 0.59026
H -6.22327 -6.49033 -1.69184
C 0.78600 3.10274 0.64998
O -0.13246 2.39043 1.35160
C 0.42351 3.53995 -0.68778
H 0.88679 4.43904 -1.11486
H -0.66083 3.67224 -0.72445
H 0.60970 2.81525 -1.47537
C 1.86844 3.50403 1.52642
H 2.67995 4.18730 1.17713
H 2.29927 2.55043 1.90974
H 1.42339 3.89934 2.47229
O 3.54102 1.16385 -2.79111
C 3.08884 1.12886 -1.64010
O 1.94158 0.80768 -1.19872
C 4.08221 1.56208 -0.57109
C 4.41864 0.70648 0.48782
C 5.16228 1.21435 1.59170
C 5.66257 2.51920 1.59639
C 5.33659 3.33214 0.50954
C 4.61048 2.85117 -0.59674
N 5.57877 4.76495 0.60418
O 6.26748 5.18768 1.55557
O 5.05603 5.49397 -0.27125
N 5.19752 0.41196 2.79059
O 4.52792 -0.64601 2.82079
O 5.87136 0.80450 3.75827
H 4.08412 -0.33201 0.49543
H 6.23515 2.88129 2.44092
H 4.42609 3.50186 -1.43910

Cartesian forces (eV/Å) of the 2 atoms listed first:
W 1.3192 2.1173 1.1822
P -0.2654 -0.1178 -0.8822

As for the spin multiplicity: 3. As for the HOMO energy (alpha / beta): -5.92 / -6.00 eV.



Record 4
This record from the OMol25 dataset describes a structure of composition C2HNO2S. The level of theory is ωB97M-V/def2-TZVPD.

Atoms and positions in Å:
C 0.21890 -0.84252 -0.72144
C -0.74895 -1.10841 0.15006
N 0.55339 1.74014 0.59798
O 1.17820 -0.35216 -1.19684
O -1.53744 -1.94182 0.48263
S -0.40309 0.65925 1.04488
H 0.73900 1.84553 -0.35728

Cartesian forces (eV/Å) of the 2 atoms listed first:
C 2.3240 0.7037 -1.6485
C 0.5492 0.5970 0.1494

As for the HOMO energy (alpha / beta): -9.11 / -8.94 eV.



Record 5
This record from the OMol25 dataset describes a cluster of 10 separate species, C23H45Br18FN2O2S in total. The level of theory is ωB97M-V/def2-TZVPD.

Atoms and positions in Å:
C -5.43069 -1.17796 -0.12202
C -4.74816 -0.86261 -1.06157
C -3.87824 -0.27259 -2.12833
C -3.43729 1.17782 -1.74493
C -2.01155 1.48677 -2.30796
N -1.06906 2.03233 -1.30315
N -1.70647 3.06356 -0.53891
S -0.39489 0.85018 -0.32487
O 1.02447 0.84818 -0.53173
O -0.75562 0.97464 1.05555
F -0.89734 -0.59452 -0.80040
H -5.87947 -1.29922 0.84351
H -3.00106 -0.93255 -2.22163
H -4.43360 -0.27475 -3.07393
H -3.50768 1.24381 -0.65244
H -4.14259 1.89069 -2.18397
H -2.12622 2.26709 -3.07821
H -1.61251 0.59985 -2.81353
H -1.16722 3.28616 0.29448
H -1.62086 3.89394 -1.12612
Br -4.18930 1.96807 -4.92300
C -6.04965 1.91316 -5.48924
C -6.80920 3.08340 -4.93008
Br -7.20224 2.81543 -3.04380
H -6.44912 0.95216 -5.17612
H -6.02354 1.95273 -6.57666
H -7.77727 3.18475 -5.41703
H -6.26620 4.02071 -5.01160
Br -5.18751 -1.97443 -5.27664
C -4.49999 -3.35133 -4.07957
C -5.41539 -4.54455 -4.02487
Br -6.98634 -4.18705 -2.93367
H -4.35677 -2.88260 -3.10960
H -3.53213 -3.62968 -4.49252
H -4.91695 -5.38373 -3.54307
H -5.77326 -4.85039 -5.00331
Br 4.63309 1.53643 3.89806
C 3.81790 1.72481 2.13530
C 3.81445 0.42082 1.38596
Br 5.58232 0.00835 0.67852
H 4.36101 2.50986 1.62077
H 2.79923 2.05737 2.32651
H 3.16427 0.48108 0.51617
H 3.51466 -0.42291 2.00022
Br 3.91770 3.86406 -0.83121
C 5.75212 3.93151 -1.48061
C 6.73618 4.06442 -0.34855
Br 6.77469 5.88240 0.35154
H 5.80460 4.75262 -2.18907
H 5.90196 2.99071 -2.00710
H 7.74816 3.87169 -0.69903
H 6.51618 3.40783 0.48884
Br -3.28047 -7.13401 0.59372
C -3.66135 -5.75497 1.91253
C -4.75106 -4.82722 1.44048
Br -4.10633 -3.55396 0.10996
H -2.72529 -5.24332 2.11369
H -3.97535 -6.29476 2.80488
H -5.11016 -4.21323 2.26498
H -5.58855 -5.35243 0.99030
Br -3.27888 -11.14203 2.10446
C -1.44215 -10.92821 1.50044
C -0.47519 -10.95076 2.65413
Br -0.49227 -9.26821 3.63336
H -1.40317 -10.00365 0.93140
H -1.26112 -11.76975 0.83431
H 0.54600 -11.06045 2.29400
H -0.69028 -11.73595 3.37238
Br -5.60912 6.76961 1.66394
C -6.49200 6.94581 -0.06175
C -6.48913 5.64495 -0.81940
Br -4.74434 5.27663 -1.59782
H -5.98854 7.74739 -0.59347
H -7.51128 7.24973 0.16890
H -7.17290 5.69227 -1.66462
H -6.74379 4.79045 -0.19957
Br 9.65568 -2.63204 2.72119
C 9.36581 -1.09545 3.88287
C 8.31024 -0.17636 3.33060
Br 8.99835 0.89540 1.86112
H 10.32840 -0.60874 4.00878
H 9.04530 -1.51414 4.83490
H 7.99796 0.54403 4.08522
H 7.43731 -0.70175 2.95382
Br 8.11012 4.36983 4.35389
C 9.90058 5.09477 4.59419
C 10.94122 4.16835 4.02488
Br 11.24751 2.63671 5.18317
H 10.02676 5.28180 5.65625
H 9.90229 6.04274 4.05919
H 11.90494 4.66914 3.95257
H 10.66662 3.77333 3.05073

Cartesian forces (eV/Å) of the 2 atoms listed first:
C 0.1214 1.2346 -0.1096
C -0.0697 1.1558 -0.4498

Its structure (SMILES) is C#CCCCN(N)S(=O)(=O)F.BrCCBr.BrCCBr.BrCCBr.BrCCBr.BrCCBr.BrCCBr.BrCCBr.BrCCBr.BrCCBr. As for the HOMO energy: -8.87 eV.



Record 6
This record from the OMol25 dataset describes a cluster of 2 separate species, C3H10O3SSi in total. The level of theory is ωB97M-V/def2-TZVPD.

Atoms and positions in Å:
O -2.29216 1.01245 0.55832
Si -2.37414 0.13815 -0.64073
O -3.14111 -1.22464 -0.77961
O -1.93646 0.46275 -2.18309
H -2.85409 -2.04540 -1.33418
H -1.67672 1.39397 -2.08136
C 1.32916 1.14483 -0.27904
C 1.68456 0.46590 0.96981
C 1.49979 -1.06600 0.97790
S -0.17079 -1.56770 0.34117
H 1.82024 2.02828 -0.31739
H 1.48602 0.66486 -1.20927
H 0.28432 1.50066 -0.29981
H 0.87230 0.89122 1.69900
H 2.71427 0.62492 1.22062
H 1.72627 -1.55040 1.86953
H 2.06162 -1.44486 0.24238
H -1.03307 -1.42899 1.24575

Cartesian forces (eV/Å) of the 2 atoms listed first:
O -0.0556 1.3859 1.3282
Si 0.9083 -0.9510 -1.6762

Its structure (SMILES) is O=[Si](O)O.CCCS. As for the HOMO energy: -9.54 eV.



Record 7
This record from the OMol25 dataset describes a cluster of 2 separate species, CH4NOP in total. The level of theory is ωB97M-V/def2-TZVPD.

Atoms and positions in Å:
C -0.73387 0.32793 -0.17172
N -1.77077 0.96569 0.00409
O 1.57166 -0.90879 -0.12145
P 1.05226 0.58909 0.16142
H -0.97674 -1.19535 -0.79332
H -2.61478 0.60710 -0.29729
H 2.50880 -0.86702 -0.26799
H 0.96345 0.48136 1.48626

Cartesian forces (eV/Å) of the 2 atoms listed first:
C -1.2439 -4.5819 -1.4427
N 2.4455 2.1611 0.9724

As for the HOMO energy: -8.87 eV.



Record 8
This record from the OMol25 dataset describes an isolated molecule of C4H8F2N2. The level of theory is ωB97M-V/def2-TZVPD.

Atoms and positions in Å:
H 0.44489 3.29320 -0.48382
N 0.51573 2.44384 0.07394
C 0.84431 1.41032 -0.55102
C 0.90343 0.10330 0.17438
N -0.01782 -0.82633 -0.45429
C -1.35267 -0.79211 0.10876
C 2.43286 -0.59665 0.05724
F 2.85581 -0.57280 -1.21860
F 3.31501 0.10959 0.78693
H 1.04000 1.33430 -1.62728
H 0.72907 0.25292 1.24943
H 0.34183 -1.77231 -0.41592
H -1.96472 -1.52352 -0.41302
H -1.37288 -1.02094 1.18297
H -1.77896 0.19790 -0.04322
H 2.41495 -1.63274 0.42058

Cartesian forces (eV/Å) of the 2 atoms listed first:
H 0.1343 -0.2154 -0.2528
N -0.2694 0.7198 0.6395

Its structure (SMILES) is [H]/N=C/[C@@H](NC)C(F)F. As for the HOMO energy: -9.44 eV.



Listing energy for the structures above in their given order: -48939.92372 -232625.43649 -62542.39523 -18506.05277 -1305970.69973 -28130.30477 -13925.21405 -12691.94239 eV.